C4H7N2 | ωB97M-V/def2-TZVPD

Geometry as XYZ:
```
13
C4H7N2, DFT ωB97M-V/def2-TZVPD
C 1.600 -0.427 -0.056
C -0.542 -1.418 0.062
C 1.252 0.857 0.006
C -1.189 -0.076 -0.120
N 0.848 -1.432 0.147
N -0.295 1.023 0.273
H 2.571 -0.768 -0.229
H -0.834 -1.952 1.036
H -0.949 -2.335 -0.490
H 1.684 1.833 -0.002
H -2.127 0.139 -0.612
H -0.581 1.207 1.253
H -0.424 2.011 -0.138
```

HOMO energy (spin up / spin down): -0.5069 / -0.5054 Eh
multiplicity: 1
net charge: +1
LUMO (spin up / spin down): -5.226 / -6.057 eV
HOMO-LUMO gap (spin up / spin down): 8.568 / 7.695 eV

---

C9H17NO3 | ωB97M-V/def2-TZVPD

Geometry as XYZ:
```
30
C9H17NO3, DFT ωB97M-V/def2-TZVPD
O 0.568 0.920 3.429
C -0.526 0.529 3.233
O -1.086 0.349 2.059
C -0.478 1.079 0.962
C 0.472 0.236 0.102
C 0.785 -1.092 0.694
C -0.073 -2.305 0.426
C 0.736 -3.330 1.268
C 2.099 -2.908 0.786
N 2.115 -1.706 0.429
H -1.173 0.251 4.067
H -1.277 1.381 0.314
H 0.021 1.982 1.261
H 0.077 0.146 -0.896
H 1.388 0.800 -0.009
H 0.802 -1.037 1.781
H 0.035 -2.601 -0.608
H -1.121 -2.205 0.642
H 0.570 -3.214 2.326
H 0.592 -4.331 0.885
H 2.968 -3.533 0.714
H 2.918 -1.224 0.041
C -1.333 2.421 -3.682
C -1.257 3.040 -2.267
O -0.152 2.629 -1.610
H -1.371 1.328 -3.629
H -2.236 2.760 -4.214
H -0.467 2.711 -4.280
H -2.243 2.783 -1.792
H -1.350 4.141 -2.432
```

HOMO energy: -0.1893 Eh
multiplicity: 1
LUMO: -1.853 eV
HOMO-LUMO gap: 3.299 eV

---

| no. | calculated total energy (eV) |
| --- | --- |
| 1 | -7229.6202 |
| 2 | -17236.3636 |